DFT (ωB97M-V with the def2-TZVPD basis set) results for a structure of composition C63H62F3KN6P2S3.

Last column: Löwdin charge in e.
Geometry (Å):
C 4.59530 4.99281 -3.17466  -0.059
N -2.74280 -4.90600 1.54640  0.134
F -2.71374 3.10206 8.19230  0.124
C 0.83449 5.79754 -3.34604  -0.071
H -5.33400 -6.56760 4.86156  0.099
C 2.59075 -0.96063 -2.92590  -0.307
C -1.76334 1.67878 4.05736  -0.033
C -4.55828 -0.36812 0.10760  -0.265
H 4.40971 6.95597 -0.41637  0.111
C 3.71221 4.93733 -0.53651  -0.072
H -0.26556 -3.66360 2.38058  0.068
H -2.59648 -5.45057 -1.85088  0.017
H 0.84932 5.55101 -1.21768  0.100
F -3.10037 4.58509 6.66487  0.116
C -4.93458 -4.02839 1.97148  -0.207
C -3.64334 -3.02363 0.36506  -0.423
H -4.19706 -0.13707 1.10988  0.020
C -2.39437 0.42517 4.01633  -0.265
C 7.05288 0.02981 -2.27775  -0.070
C -1.92839 -1.27150 2.02649  -0.112
C 0.21258 3.76968 -2.23976  -0.297
H -5.15549 0.07547 -2.65899  0.070
H 6.03545 0.97491 3.67204  0.109
H 1.35104 -5.38039 -1.25462  0.069
S 2.78933 2.39113 -0.66297  0.856
H 5.18448 7.01076 -2.76410  0.109
H -3.98784 3.92238 1.71099  0.113
H 3.36451 4.89793 0.48916  0.121
C -3.25319 -2.73905 -3.13493  -0.121
C -2.95470 4.18413 1.52527  -0.060
C -6.27095 -4.98600 3.72553  -0.087
C -0.27344 4.80131 1.10489  -0.085
C -3.38958 3.31854 7.03735  -0.575
N -0.77974 1.49187 -1.05691  -0.356
H -0.54548 6.30999 2.60033  0.105
C 3.09543 -2.20826 -3.26504  -0.065
C 2.59740 -2.85454 -4.38531  -0.065
H 7.25869 -1.82805 0.55368  0.109
H 3.57767 0.81674 3.87873  0.115
H -2.23782 -2.33698 -3.17312  0.067
C 3.20650 1.56550 1.91286  -0.053
H -6.92600 -3.38969 2.44485  0.111
N -4.78415 -3.09408 0.99262  0.133
C -1.01689 5.52200 2.02739  -0.072
H -1.59464 3.58023 5.02290  0.111
H 0.99212 -6.41447 1.80698  0.080
H 4.76858 -1.57553 0.39997  0.109
H 5.22050 0.71798 -3.17253  0.109
H 8.69590 -0.78406 -1.16501  0.105
C 4.02438 1.18697 2.96590  -0.045
C -0.09472 3.17799 -3.45340  -0.075
C 4.02146 3.83283 -2.67066  -0.055
C -4.28965 -0.48843 -3.00800  -0.118
H -2.64870 2.62639 0.05490  0.099
H 1.20613 -2.76868 -6.01365  0.107
N 2.96838 1.34723 -1.78739  -0.361
C -6.13852 -4.08507 2.70538  -0.017
C 0.10083 3.89417 -4.62671  -0.065
H 1.77418 -3.75234 -0.68978  0.053
C 5.67633 0.16054 -2.36376  -0.072
H 7.68646 0.48478 -3.02817  0.106
C 3.58097 3.82744 -1.36009  -0.321
C -4.04414 -5.83262 3.33920  -0.018
P -3.34404 -1.50360 -0.65268  0.967
C -5.21361 -5.86422 4.04755  -0.087
C 1.59763 -2.25854 -5.14324  -0.070
H 0.30463 -0.56107 -5.37100  0.109
H -3.22053 -6.49865 3.56286  0.110
H 1.20124 0.60898 -3.37231  0.080
H -5.54815 -3.39360 -1.58498  0.066
C -2.22237 3.46430 0.59257  -0.057
H -3.19520 -3.74736 -2.72741  0.041
H -5.89986 -2.79907 -3.21365  0.080
C -1.69206 -5.67431 -1.28830  -0.266
C 3.80294 2.02874 0.75170  -0.316
H -0.49302 2.16959 -3.44797  0.093
H -6.30207 -1.81866 -1.80136  0.072
C 5.40486 1.27405 2.84473  -0.060
H -4.40136 -0.63515 -4.08657  0.078
H -3.63501 -2.81887 -4.15770  0.080
H 1.17566 6.82386 -3.30244  0.109
H 2.98281 -3.82721 -4.66088  0.109
C 5.43325 -1.14823 -0.34224  -0.072
H 0.90083 -2.80266 1.37432  0.031
H 2.13064 1.49368 1.97831  0.112
H 0.78277 4.99685 0.98067  0.087
H 2.39990 -5.17937 0.15193  0.086
C -3.04823 2.32238 5.97867  -0.148
C -4.18049 -1.85077 -2.30353  -0.732
C 4.29531 6.08391 -1.04641  -0.058
S 3.09346 -0.27022 -1.35597  0.696
C -3.35381 0.14693 5.00086  -0.022
H 0.13332 -6.93371 0.35965  0.071
C 1.09355 -1.01567 -4.78562  -0.061
C -3.88989 -4.91081 2.28265  -0.205
H -5.55930 -0.79067 0.17826  0.032
S -0.06271 2.71992 -0.79883  0.717
C 6.81450 -1.27332 -0.26253  -0.069
C 0.59998 -3.79032 1.72983  -0.104
H 7.06020 1.80081 1.57805  0.111
H -7.18867 -5.02476 4.29834  0.099
N 1.44057 2.76904 -0.03780  -0.352
K -0.16616 -0.89730 -0.15712  0.435
C -2.60067 -3.99800 0.62552  -0.414
C -2.08557 2.61548 5.02091  -0.027
H -4.42705 0.85095 6.71179  0.118
C 1.52825 -4.76725 -0.36628  -0.121
H 4.93351 5.01822 -4.20204  0.111
C 4.88437 -0.42937 -1.38846  -0.333
F -4.69990 3.29528 7.36194  0.124
C 1.59034 -0.35481 -3.67140  -0.061
H -4.57814 0.54893 -0.48345  0.028
C 0.32359 -4.77325 0.58808  -0.727
C 0.65984 5.08180 -2.17226  -0.071
H -3.39597 0.12240 -2.84286  0.067
H 3.89459 2.95038 -3.28174  0.104
C 5.98417 1.73758 1.67031  -0.066
C 0.14515 -6.18328 1.15308  -0.107
H -0.13050 3.43855 -5.58083  0.107
H 0.70995 5.76082 -5.48676  0.105
C -2.09285 -0.50260 2.97509  -0.199
N 2.45489 -0.77043 -0.15551  -0.340
H -1.92993 -6.43985 -0.55022  0.035
H 3.86177 -2.67339 -2.65618  0.118
C 0.56913 5.19930 -4.57198  -0.076
C -2.35590 5.21429 2.23529  -0.076
H -0.94659 -6.05852 -1.98677  0.037
P -1.09469 -4.13268 -0.46522  1.017
C -0.88992 3.78539 0.38679  -0.301
C 7.61970 -0.68456 -1.22643  -0.075
C -3.67628 1.08197 5.96668  -0.020
H 5.62179 2.46324 -0.31871  0.121
H -2.92727 5.76635 2.97028  0.109
H -3.84850 -0.81519 4.98543  0.114
H -1.02502 1.91011 3.29918  0.106
H -0.77274 -6.26927 1.72824  0.055
C 5.18087 2.11483 0.60710  -0.069
H 1.43601 -4.17524 2.32271  0.085
C -5.55999 -2.50347 -2.21491  -0.098
C 4.73209 6.11132 -2.36698  -0.065

## Properties
Orbital gap = 0.24041 Ha
Max |F| = 0.011 hartree/bohr
Energy above the lowest of the compared OMol25 structures with the same formula, charge and spin = 0.00 kcal per mole
HOMO = -6.78 eV
LUMO energy = -0.24 eV
E = -5542.92851 a.u.
Charge = 0